This record from the OMol25 dataset describes a gas-phase ion, C5H8N (charge +1) in a non-equilibrium geometry. The level of theory is the ωB97M-V functional and the def2-TZVPD basis.

```
14
Properties=species:S:1:pos:R:3:mulliken_charge:R:1
C 1.968 0.693 0.003 -0.26
C 0.769 0.209 0.075 0.06
N -0.514 0.590 -0.122 -0.04
C -1.562 -0.516 -0.491 -0.35
C -1.785 0.298 0.711 -0.20
C 1.912 -0.822 0.004 -0.57
H 2.769 1.370 -0.154 0.41
H -0.626 1.556 -0.535 0.38
H -1.210 -1.499 -0.251 0.28
H -2.150 -0.374 -1.335 0.28
H -2.264 1.244 0.611 0.29
H -1.583 0.027 1.701 0.27
H 2.032 -1.399 -1.025 0.19
H 2.243 -1.376 0.808 0.28
```

Computed properties:
charge: +1
F_max: 0.084 Eh/bohr
relative energy (zero: lowest compared OMol25 entry of this formula, charge and spin): 478.3 kJ/mol
structure (SMILES): C1=C([NH+]2CC2)C1
HOMO energy: -13.8969 eV

=====

This record from the OMol25 dataset describes 2 unconnected molecules or ions with the total composition C4H12N2O2 in a non-equilibrium geometry. The level of theory is the ωB97M-V functional and the def2-TZVPD basis.

```
20
Properties=species:S:1:pos:R:3:mulliken_charge:R:1
N 1.553 2.040 -0.988 -0.63
C 1.239 0.662 -0.700 -0.50
C -0.017 0.552 0.261 0.18
N 0.097 -0.548 1.177 -0.25
C -0.611 -1.710 0.860 -0.11
C -0.388 -2.870 1.853 -1.13
O -1.200 0.518 -0.610 -0.54
H 0.781 2.585 -1.509 0.32
H -1.171 1.480 -1.020 0.43
H 1.030 0.210 -1.698 0.27
H 1.969 0.088 -0.258 0.49
H -0.132 1.511 0.801 0.42
H -0.391 -2.115 -0.184 0.31
H -1.718 -1.460 0.855 0.32
H -0.716 -2.613 2.905 0.30
H 0.666 -3.201 1.894 0.32
H -0.985 -3.781 1.527 0.34
H -1.480 3.471 -2.013 0.14
H 2.403 2.314 -1.603 0.29
O -0.929 2.866 -1.547 -0.98
```

Computed properties:
F_max: 0.102 Eh/bohr
relative energy (zero: lowest compared OMol25 entry of this formula, charge and spin): 759.1 kJ/mol
HOMO energy: -8.0975 eV

=====

This record from the OMol25 dataset describes a single C4H4N4O molecule in a non-equilibrium geometry. The level of theory is the ωB97M-V functional and the def2-TZVPD basis.

```
13
Properties=species:S:1:pos:R:3:mulliken_charge:R:1
O 2.885 0.964 0.088 -0.38
N 2.843 -0.259 0.155 -0.25
N 1.749 -0.889 -0.142 0.14
C 0.477 -0.320 -0.068 0.37
C 0.232 1.041 -0.126 -0.05
N -1.039 1.465 -0.060 -0.56
C -2.034 0.591 0.088 -0.12
C -1.793 -0.810 0.105 -0.25
N -0.557 -1.206 -0.078 -0.55
H 1.807 -1.926 -0.092 0.34
H 0.988 1.823 -0.290 0.47
H -2.991 1.048 0.198 0.42
H -2.567 -1.521 0.221 0.42
```

Computed properties:
F_max: 0.057 Eh/bohr
relative energy (zero: lowest compared OMol25 entry of this formula, charge and spin): 252.7 kJ/mol
structure (SMILES): O=NNc1cnccn1
HOMO energy: -9.4910 eV

=====

This record from the OMol25 dataset describes a molecular structure, C44H40Br2N3O2RbSb2. The level of theory is the ωB97M-V functional and the def2-TZVPD basis.

```
94
Properties=species:S:1:pos:R:3:mulliken_charge:R:1
Rb 1.057 0.217 0.094 0.77
Br -0.316 0.989 3.207 -0.11
C 1.120 2.248 3.460 -0.35
Br 2.831 1.588 2.840 -0.12
H 1.213 2.436 4.520 0.43
H 0.890 3.142 2.891 0.23
C 0.489 -3.320 0.892 0.12
C -0.935 -3.167 1.416 -0.75
C -1.985 -3.397 0.334 -1.30
Sb -2.049 -1.699 -1.009 0.89
C -0.447 -2.302 -2.327 -0.37
C -0.254 -3.655 -2.612 -0.02
C 0.778 -4.077 -3.437 -0.78
C 1.642 -3.145 -3.996 -0.51
C 1.462 -1.798 -3.725 -0.53
C 0.423 -1.377 -2.901 -0.69
C -3.620 -2.417 -2.259 0.30
C -3.453 -2.639 -3.621 -0.22
C -4.526 -3.033 -4.409 -0.67
C -5.779 -3.215 -3.843 -0.42
C -5.957 -2.996 -2.485 -0.57
C -4.885 -2.592 -1.702 -0.55
Sb 2.005 -2.525 2.208 0.96
C 2.758 -4.420 2.838 0.16
C 2.083 -5.089 3.856 -0.60
C 2.503 -6.340 4.285 -0.57
C 3.616 -6.932 3.707 -0.43
C 4.302 -6.269 2.700 -0.64
C 3.874 -5.021 2.267 -0.03
C 3.461 -2.148 0.687 -0.24
C 4.535 -1.316 1.005 -0.84
C 5.502 -1.001 0.062 -0.72
C 5.403 -1.512 -1.224 -0.51
C 4.338 -2.336 -1.557 -0.69
C 3.372 -2.651 -0.611 0.31
H 0.611 -2.844 -0.085 -0.57
H 0.731 -4.373 0.726 0.50
H -1.072 -2.167 1.849 0.14
H -1.084 -3.863 2.249 0.43
H -2.987 -3.446 0.768 0.49
H -1.820 -4.340 -0.191 0.48
H -0.923 -4.399 -2.195 0.35
H 0.901 -5.132 -3.649 0.42
H 2.444 -3.468 -4.649 0.43
H 2.126 -1.062 -4.162 0.44
H 0.290 -0.312 -2.729 0.75
H -2.480 -2.509 -4.081 0.38
H -4.379 -3.198 -5.469 0.38
H -6.614 -3.521 -4.459 0.37
H -6.932 -3.132 -2.034 0.37
H -5.050 -2.411 -0.645 0.31
H 1.220 -4.637 4.335 0.33
H 1.963 -6.847 5.075 0.38
H 3.950 -7.906 4.042 0.37
H 5.175 -6.722 2.247 0.38
H 4.421 -4.522 1.475 0.37
H 4.626 -0.913 2.009 0.57
H 6.330 -0.357 0.329 0.40
H 6.153 -1.267 -1.965 0.41
H 4.251 -2.736 -2.559 0.47
H 2.551 -3.296 -0.903 0.30
C -2.953 4.684 4.434 -0.76
O -2.135 5.766 4.042 -0.45
C -2.150 6.115 2.719 0.76
C -1.422 7.253 2.382 -0.59
C -1.376 7.671 1.066 -0.30
C -2.018 6.939 0.074 0.15
C -2.773 5.829 0.415 -0.58
C -2.846 5.417 1.739 -0.26
N -1.950 7.461 -1.270 -0.41
N -1.665 6.752 -2.244 -0.61
C -1.295 5.371 -2.075 0.05
C -2.011 4.415 -2.748 -0.56
C -1.782 3.052 -2.549 -0.66
C -0.801 2.586 -1.661 -0.02
O -0.600 1.354 -1.395 0.06
C 0.045 3.611 -1.047 -0.14
N 1.079 3.181 -0.274 0.02
C 1.896 4.072 0.234 -0.36
C 1.763 5.459 0.041 -1.16
C 0.711 5.913 -0.699 -0.51
C -0.197 4.990 -1.264 0.82
H -2.811 4.571 5.506 0.24
H -2.667 3.757 3.930 0.23
H -4.008 4.887 4.229 0.37
H -0.916 7.803 3.164 0.43
H -0.834 8.567 0.790 0.40
H -3.295 5.262 -0.344 0.43
H -3.442 4.549 1.984 0.40
H -2.803 4.734 -3.416 0.39
H -2.382 2.317 -3.070 0.46
H 2.721 3.696 0.834 0.48
H 2.487 6.138 0.470 0.40
H 0.574 6.972 -0.874 0.68
```

Computed properties:
F_max: 0.013 Eh/bohr
relative energy (zero: lowest compared OMol25 entry of this formula, charge and spin): 0.0 kJ/mol
HOMO energy: -6.3320 eV